No. 1
The following is a DFT calculation (the ωB97M-V functional and the def2-TZVPD basis) of C4H9ClN2 in the gas phase.

Last columns: bonded neighbours and bond lengths (Å).
Positions of all 16 atoms, in Å:
1 N -2.35761 -0.82405 0.18216  C2 1.510, H8 1.058, H9 1.039
2 C -0.97999 -0.68963 -0.42251  N1 1.510, C3 1.535, H10 1.155, H11 1.128
3 C -0.05249 0.47263 -0.04329  C2 1.535, Cl4 1.633, C5 1.592, C7 1.538
4 Cl -0.86979 1.88462 -0.10130  C3 1.633
5 C 1.29879 0.25645 -0.85602  C3 1.592, N6 1.388, H12 1.269, H13 1.106
6 N 1.82153 -0.45311 0.21608  C5 1.388, C7 1.608, H14 0.962
7 C 0.91620 0.49161 1.15058  C3 1.538, N6 1.608, H15 1.078, H16 1.131
8 H -2.59192 -0.89340 1.21170  N1 1.058
9 H -2.99947 -0.01337 0.08450  N1 1.039
10 H -0.90712 -0.71113 -1.57510  C2 1.155
11 H -0.57277 -1.70425 -0.14297  C2 1.128
12 H 1.19569 -0.22814 -2.02457  C5 1.269
13 H 1.67645 1.21148 -1.26559  C5 1.106
14 H 2.75801 -0.23633 0.17368  N6 0.962
15 H 1.35932 1.42984 1.44358  C7 1.078
16 H 0.30517 0.00679 1.96906  C7 1.131

HOMO level (eV): -9.388
Relative energy (zero: lowest compared OMol25 entry of this formula, charge and spin) (kJ/mol): 275.1
Lowest unoccupied orbital energy (eV): 0.88
E_tot (eV): -19793.0768
Gap between HOMO and LUMO (eV): 10.27
Structure (SMILES): NCC1(Cl)CNC1
Spin multiplicity: 1

Results of the natural (NBO) charge analysis, in e, for atoms 1 through 4: number 1, N, carries -0.872; number 2, C, carries -0.236; number 3, C, carries -0.163; number 4, Cl, carries 0.024

---

No. 2
The following is a DFT calculation (the ωB97M-V functional and the def2-TZVPD basis) of C4H9ClN2 in the gas phase.

Last columns: bonded neighbours and bond lengths (Å).
Positions of all 16 atoms, in Å:
1 C -1.96092 -1.09799 -0.33543  C2 1.539, H8 1.048, H9 1.109, H10 1.149
2 C -1.57201 -0.22713 0.87206  C1 1.539, N3 1.288, H11 1.145
3 N -0.75891 0.76783 0.78825  C2 1.288, N4 1.473
4 N -0.26650 1.04316 -0.57234  N3 1.473, C5 1.469, H12 1.062
5 C 1.05133 0.40071 -0.66677  N4 1.469, C6 1.499, H13 1.119, H14 1.108
6 C 1.95403 0.39139 0.53018  C5 1.499, Cl7 1.751, H15 1.068, H16 1.157
7 Cl 3.42514 -0.47788 0.14995  C6 1.751
8 H -2.94477 -1.45818 -0.34427  C1 1.048
9 H -1.73551 -0.56747 -1.28302  C1 1.109
10 H -1.29808 -2.03395 -0.25912  C1 1.149
11 H -1.86357 -0.41799 1.96300  C2 1.145
12 H -0.19691 2.09990 -0.49672  N4 1.062
13 H 1.52866 0.85292 -1.57254  C5 1.119
14 H 0.94615 -0.60380 -1.12319  C5 1.108
15 H 1.43642 -0.07202 1.34112  C6 1.068
16 H 2.25545 1.40052 1.00885  C6 1.157

HOMO level (eV): -8.927
Relative energy (zero: lowest compared OMol25 entry of this formula, charge and spin) (kJ/mol): 123.1
Lowest unoccupied orbital energy (eV): 1.01
E_tot (eV): -19794.6521
Gap between HOMO and LUMO (eV): 9.94
Structure (SMILES): C/C=N\NCCCl
Spin multiplicity: 1

Results of the natural (NBO) charge analysis, in e, for atoms 1 through 4: number 1, C, carries -0.702; number 2, C, carries 0.111; number 3, N, carries -0.313; number 4, N, carries -0.497

---

No. 3
The following is a DFT calculation (the ωB97M-V functional and the def2-TZVPD basis) of 2 unconnected molecules or ions with the total composition C4H9ClN2O.

Last columns: bonded neighbours and bond lengths (Å).
Positions of all 17 atoms, in Å:
1 C -1.92524 0.06800 -1.43802  C2 1.344, H5 1.047, H6 1.086
2 C -2.29520 -0.19186 -0.17241  C1 1.344, N3 1.389, Cl4 1.790
3 N -1.54316 -0.14488 0.99434  C2 1.389, H7 0.956, H8 1.100
4 Cl -4.06091 -0.25618 0.11676  C2 1.790
5 H -2.57939 0.00133 -2.25277  C1 1.047
6 H -0.87026 0.24297 -1.62949  C1 1.086
7 H -0.63447 -0.28983 0.73338  N3 0.956
8 H -1.96221 -0.92083 1.65258  N3 1.100
9 C 1.36052 1.60785 -0.30932  C10 1.484, H13 1.196, H14 1.058, H15 1.020
10 C 1.99183 0.31699 0.06082  C9 1.484, N11 1.237, H16 1.090
11 N 1.22808 -0.65642 0.05621  C10 1.237, O12 1.338
12 O 1.62715 -1.84656 0.51997  N11 1.338, H17 0.991
13 H 0.50955 1.92266 0.47044  C9 1.196
14 H 2.09815 2.35245 -0.45673  C9 1.058
15 H 0.82123 1.46645 -1.16335  C9 1.020
16 H 3.02793 0.12580 0.33886  C10 1.090
17 H 2.46473 -1.64049 1.00776  O12 0.991

HOMO level (eV): -8.435
Relative energy (zero: lowest compared OMol25 entry of this formula, charge and spin) (kJ/mol): 328.7
Lowest unoccupied orbital energy (eV): 0.73
E_tot (eV): -21840.8130
Gap between HOMO and LUMO (eV): 9.17
Structure (SMILES): C=C(N)Cl.C/C=N/O
Spin multiplicity: 1

Results of the natural (NBO) charge analysis, in e, for atoms 1 through 4: number 1, C, carries -0.529; number 2, C, carries 0.201; number 3, N, carries -0.825; number 4, Cl, carries -0.064

---

No. 4
The following is a DFT calculation (the ωB97M-V functional and the def2-TZVPD basis) of 2 unconnected molecules or ions with the total composition C4H9ClN2O2.

Last columns: bonded neighbours and bond lengths (Å).
Positions of all 18 atoms, in Å:
1 C -0.02336 -1.33563 0.86457  N5 1.334, N6 1.405, O7 1.226
2 C -2.04476 -0.01064 -1.10027  C4 1.435, H10 1.125, H11 1.161, H12 1.135
3 C 1.28700 1.47780 -0.52645  O8 1.297, H13 1.239, H14 1.089, H15 1.105
4 C -1.70309 0.45087 0.21517  C2 1.435, N6 1.359, Cl9 1.721
5 N 0.81436 -1.56703 1.87726  C1 1.334, H16 0.979, H17 0.972
6 N -0.77741 -0.15771 1.00194  C1 1.405, C4 1.359, H18 0.995
7 O -0.26980 -2.09181 -0.06860  C1 1.226
8 O 0.08544 1.95859 -0.61526  C3 1.297
9 Cl -2.67194 1.59404 1.06155  C4 1.721
10 H -1.72275 -1.08194 -1.22189  C2 1.125
11 H -3.16150 -0.01345 -1.41731  C2 1.161
12 H -1.32001 0.50668 -1.80487  C2 1.135
13 H 1.69635 1.23438 0.61686  C3 1.239
14 H 2.09467 2.08230 -0.93624  C3 1.089
15 H 1.36522 0.57519 -1.15945  C3 1.105
16 H 0.97317 -0.83939 2.51245  N5 0.979
17 H 1.62853 -2.03042 1.61952  N5 0.972
18 H -0.99977 0.08320 1.94102  N6 0.995

HOMO level (alpha / beta) (eV): -7.823 / -7.090
Relative energy (zero: lowest compared OMol25 entry of this formula, charge and spin) (kJ/mol): 254.9
Lowest unoccupied orbital energy (alpha / beta) (eV): -0.53 / -0.87
E_tot (eV): -23888.1287
Gap between HOMO and LUMO (alpha / beta) (eV): 7.30 / 6.22
Spin multiplicity: 1

Results of the natural (NBO) charge analysis, in e, for atoms 1 through 4: number 1, C, carries 0.792; number 2, C, carries -0.786; number 3, C, carries -0.207; number 4, C, carries 0.432

---

No. 5
The following is a DFT calculation (the ωB97M-V functional and the def2-TZVPD basis) of C4H9ClO3 in the gas phase.

Last columns: bonded neighbours and bond lengths (Å).
Positions of all 17 atoms, in Å:
1 O -1.58104 -0.33024 -1.66879  C2 1.412, H9 0.994
2 C -0.83484 -0.97949 -0.66055  O1 1.412, C3 1.502, H10 1.116, H11 1.103
3 C 0.13124 -0.11242 0.09458  C2 1.502, O4 1.418, C5 1.573, C7 1.498
4 O 1.04676 -0.91629 0.81944  C3 1.418, H12 0.959
5 C -0.58439 0.77390 1.17935  C3 1.573, O6 1.435, H13 1.105, H14 1.106
6 O 0.41297 1.52390 1.88828  C5 1.435, H15 1.009
7 C 1.00826 0.69473 -0.81246  C3 1.498, Cl8 1.813, H16 1.071, H17 1.088
8 Cl 1.84788 -0.31927 -2.05964  C7 1.813
9 H -0.99864 -0.41789 -2.46902  O1 0.994
10 H -0.21949 -1.82504 -1.05117  C2 1.116
11 H -1.52216 -1.41644 0.08380  C2 1.103
12 H 0.53581 -1.55019 1.32578  O4 0.959
13 H -1.32233 1.45490 0.71877  C5 1.105
14 H -1.08978 0.07199 1.86836  C5 1.106
15 H 0.98377 0.81659 2.32645  O6 1.009
16 H 1.78553 1.12520 -0.21464  C7 1.071
17 H 0.40043 1.40606 -1.36853  C7 1.088

HOMO level (eV): -10.240
Relative energy (zero: lowest compared OMol25 entry of this formula, charge and spin) (kJ/mol): 0.0
Lowest unoccupied orbital energy (eV): 0.60
E_tot (eV): -22958.3164
Gap between HOMO and LUMO (eV): 10.84
Structure (SMILES): OCC(O)(CO)CCl
Spin multiplicity: 1

Results of the natural (NBO) charge analysis, in e, for atoms 1 through 4: number 1, O, carries -0.710; number 2, C, carries -0.097; number 3, C, carries 0.151; number 4, O, carries -0.718

---

No. 6
The following is a DFT calculation (the ωB97M-V functional and the def2-TZVPD basis) of C4H9ClOS in the gas phase.

Last columns: bonded neighbours and bond lengths (Å).
Positions of all 16 atoms, in Å:
1 O -0.26032 1.86929 -0.79174  C2 1.388, H8 0.977
2 C -0.87318 1.46130 0.38516  O1 1.388, C3 1.552, H9 1.058, H10 1.113
3 C -1.20799 -0.05144 0.47970  C2 1.552, Cl4 1.713, C5 1.538, H11 1.107
4 Cl -2.31174 -0.51372 -0.74568  C3 1.713
5 C -0.05496 -1.06501 0.56875  C3 1.538, C6 1.515, H12 1.089, H13 1.054
6 C 0.92588 -1.07695 -0.58572  C5 1.515, S7 1.853, H14 1.044, H15 1.104
7 S 2.37966 0.02822 -0.27201  C6 1.853, H16 1.343
8 H 0.68287 1.67406 -0.62848  O1 0.977
9 H -1.73657 2.06156 0.49928  C2 1.058
10 H -0.16672 1.58430 1.23590  C2 1.113
11 H -1.72890 -0.18785 1.44729  C3 1.107
12 H -0.43189 -2.08407 0.64509  C5 1.089
13 H 0.38005 -0.83130 1.50025  C5 1.054
14 H 0.41964 -0.77110 -1.44656  C6 1.044
15 H 1.23387 -2.12767 -0.72875  C6 1.104
16 H 2.75030 0.03036 -1.56247  S7 1.343

HOMO level (eV): -9.700
Relative energy (zero: lowest compared OMol25 entry of this formula, charge and spin) (kJ/mol): 0.0
Lowest unoccupied orbital energy (eV): 0.67
E_tot (eV): -29698.7337
Gap between HOMO and LUMO (eV): 10.37
Structure (SMILES): OC[C@@H](Cl)CCS
Spin multiplicity: 1

Results of the natural (NBO) charge analysis, in e, for atoms 1 through 4: number 1, O, carries -0.722; number 2, C, carries -0.067; number 3, C, carries -0.245; number 4, Cl, carries -0.035

---

No. 7
The following is a DFT calculation (the ωB97M-V functional and the def2-TZVPD basis) of 2 unconnected molecules or ions with the total composition C4H9ClS3.

Last columns: bonded neighbours and bond lengths (Å).
Positions of all 17 atoms, in Å:
1 S 1.81005 3.23857 3.19737  C2 1.631
2 C 1.96328 2.19805 1.95095  S1 1.631, S3 1.730, S4 1.780
3 S 1.51067 2.47501 0.30381  C2 1.730, H5 1.452
4 S 2.51655 0.55452 2.35025  C2 1.780, H6 1.391
5 H 1.57930 3.91295 0.49306  S3 1.452
6 H 3.03320 0.19377 1.11046  S4 1.391
7 C -1.84070 -1.82378 -1.64118  C8 1.589, H11 1.044, H12 1.070, H13 1.074
8 C -1.55451 -0.54752 -0.73799  C7 1.589, C9 1.503, H14 1.050, H15 1.099
9 C -0.24632 -0.84464 -0.05985  C8 1.503, Cl10 1.884, H16 1.140, H17 1.204
10 Cl 1.14091 -0.41015 -1.25779  C9 1.884
11 H -2.52288 -1.61162 -2.40206  C7 1.044
12 H -0.99490 -2.29859 -2.09371  C7 1.070
13 H -2.26342 -2.58466 -1.01250  C7 1.074
14 H -1.58413 0.31794 -1.33166  C8 1.050
15 H -2.36399 -0.55018 0.00479  C8 1.099
16 H -0.26268 -1.95816 0.18434  C9 1.140
17 H 0.07957 -0.26153 0.94172  C9 1.204

HOMO level (eV): -8.806
Relative energy (zero: lowest compared OMol25 entry of this formula, charge and spin) (kJ/mol): 0.0
Lowest unoccupied orbital energy (eV): -0.43
E_tot (eV): -49320.9227
Gap between HOMO and LUMO (eV): 8.38
Structure (SMILES): S=C(S)S.CCCCl
Spin multiplicity: 1

Results of the natural (NBO) charge analysis, in e, for atoms 1 through 4: number 1, S, carries 0.016; number 2, C, carries -0.535; number 3, S, carries 0.119; number 4, S, carries 0.085

---

No. 8
The following is a DFT calculation (the ωB97M-V functional and the def2-TZVPD basis) of C4H9FN2S in the gas phase.

Last columns: bonded neighbours and bond lengths (Å).
Positions of all 17 atoms, in Å:
1 N 2.82947 0.76210 0.44738  N2 1.378, H9 1.057, H10 1.176
2 N 1.93742 0.01566 -0.29171  N1 1.378, C3 1.266
3 C 1.08394 -0.65530 0.36035  N2 1.266, C4 1.632, H11 1.230
4 C -0.16098 -1.08406 -0.60336  C3 1.632, C5 1.467, H12 1.164, H13 1.010
5 C -1.46195 -0.77658 0.00038  C4 1.467, F6 1.447, C7 1.500, H14 1.072
6 F -1.34699 -1.02163 1.42192  C5 1.447
7 C -2.08560 0.54781 -0.32870  C5 1.500, S8 1.913, H15 1.138, H16 1.122
8 S -1.05554 2.02333 0.31997  C7 1.913, H17 1.539
9 H 2.49487 1.25826 1.31875  N1 1.057
10 H 3.62909 1.38686 -0.14613  N1 1.176
11 H 1.50889 -0.70460 1.51392  C3 1.230
12 H -0.28215 -2.23847 -0.69369  C4 1.164
13 H 0.19643 -0.84838 -1.51815  C4 1.010
14 H -2.27874 -1.41638 -0.27045  C5 1.072
15 H -2.04509 0.83629 -1.42887  C7 1.138
16 H -3.15075 0.70148 -0.01089  C7 1.122
17 H 0.18766 1.21360 -0.09070  S8 1.539

HOMO level (eV): -8.628
Relative energy (zero: lowest compared OMol25 entry of this formula, charge and spin) (kJ/mol): 439.8
Lowest unoccupied orbital energy (eV): 0.81
E_tot (eV): -20822.5624
Gap between HOMO and LUMO (eV): 9.43
Structure (SMILES): N/N=C/C[C@@H](F)CS
Spin multiplicity: 1

Results of the natural (NBO) charge analysis, in e, for atoms 1 through 4: number 1, N, carries -0.702; number 2, N, carries -0.272; number 3, C, carries 0.029; number 4, C, carries -0.471

---

For each record above, in turn, the calculated max |F| values are 0.141; 0.060; 0.104; 0.072; 0.038; 0.045; 0.058; 0.136 Eh/bohr.